C33H41BiF4Ge2N3O4 | ωB97M-V/def2-TZVPD

Summary:
Net charge: +1
HOMO energy, eV: -9.561
Molar mass, g mol⁻¹: 973.90
LUMO energy, Ha: -0.1661
Frontier orbital gap, Ha: 0.1853
Spin multiplicity: 1

Element x y z (Å)
Bi: 0.094387 0.108954 -0.508289
C: 2.044088 1.799028 -2.979861
N: 1.411277 0.488418 -2.897141
C: 2.372864 -0.550147 -3.241683
C: 0.201213 0.383043 -3.710557
C: -0.873855 1.393441 -3.283627
N: -0.869602 1.644856 -1.838934
C: -1.140640 2.900820 -1.386492
C: -0.654486 3.370848 -0.155680
F: 0.063921 2.522798 0.650303
C: -0.864682 4.648033 0.317952
F: -0.308398 4.986036 1.489245
C: -1.613372 5.560985 -0.389160
C: -2.173340 5.116948 -1.573689
F: -2.968398 5.935265 -2.261894
C: -1.951160 3.843665 -2.058732
F: -2.610824 3.481807 -3.174356
H: 2.357694 2.029118 -4.006892
H: 2.926998 1.812584 -2.338420
H: 1.364391 2.579010 -2.640372
H: 2.779009 -0.409056 -4.252274
H: 1.895054 -1.529409 -3.202241
H: 3.204403 -0.527948 -2.535236
H: -0.181699 -0.629578 -3.595028
H: 0.421499 0.543920 -4.775704
H: -1.845418 1.010940 -3.606445
H: -0.692994 2.325263 -3.821523
H: -1.773577 6.569554 -0.039727
O: 4.484409 -0.826232 1.083228
C: 3.179816 -0.912773 0.926027
O: 2.426592 -0.069224 1.423044
C: 2.720950 -2.024697 0.100903
C: 3.594147 -2.970113 -0.435178
C: 3.071700 -4.005958 -1.186232
C: 1.713179 -4.016988 -1.469567
C: 0.925560 -2.984728 -0.985761
N: 1.397693 -2.045044 -0.167130
C: -0.508396 -2.803448 -1.438636
O: -1.188061 -3.760028 -1.719547
O: -0.886458 -1.553455 -1.549917
H: 4.711746 -0.070884 1.646225
H: 4.654045 -2.884343 -0.241097
H: 3.716051 -4.783553 -1.572395
H: 1.256382 -4.787073 -2.075872
C: -4.665519 1.718403 1.442649
C: -3.464333 1.629566 0.500192
Ge: -2.351538 -0.043765 0.655873
C: -3.414771 -1.613745 0.026403
C: -4.864933 -1.626043 0.510509
C: -2.317512 -0.242218 2.637117
C: -1.419257 -0.101167 3.612443
Ge: 0.597261 -0.235662 3.548846
C: 1.538285 1.453973 4.117632
C: 1.909910 1.551788 5.596308
C: 1.028443 -2.162122 4.009678
C: 0.810054 -2.621443 5.447837
C: -1.810289 0.022110 5.039784
C: -0.886624 -0.185250 6.064595
C: -1.248242 -0.131401 7.400587
C: -2.560710 0.140072 7.746782
C: -3.489232 0.389458 6.744202
C: -3.119081 0.347517 5.412242
H: -5.172613 2.672967 1.293241
H: -4.351015 1.675072 2.487213
H: -5.389686 0.923551 1.272648
H: -2.822785 2.486943 0.690276
H: -3.784000 1.683055 -0.543143
H: -2.888179 -2.510150 0.357892
H: -3.379316 -1.619217 -1.060893
H: -4.945528 -1.441692 1.583435
H: -5.309867 -2.601041 0.306420
H: -5.454514 -0.875106 -0.014883
H: -3.342547 -0.373886 2.982454
H: 0.849705 2.251754 3.837139
H: 2.421732 1.536766 3.487381
H: 1.025876 1.628341 6.225397
H: 2.503561 2.452656 5.754314
H: 2.502718 0.698398 5.931048
H: 2.056031 -2.355717 3.712375
H: 0.375520 -2.722889 3.336942
H: 1.472675 -2.106766 6.144199
H: 1.024348 -3.689186 5.509108
H: -0.220054 -2.475506 5.765495
H: 0.148692 -0.408947 5.821464
H: -0.504746 -0.309879 8.166821
H: -2.856090 0.165263 8.786583
H: -4.513841 0.620568 7.003682
H: -3.858271 0.577108 4.657909

Atoms 1-3, force components in eV/Å:
-0.005 1.233 -0.090
-0.048 0.008 0.018
0.056 -0.161 -0.256

Atomic partial charges in e from the Löwdin method, atoms 1 to 5: number 1, Bi, carries 1.703; number 2, C, carries -0.076; number 3, N, carries -0.375; number 4, C, carries -0.089; number 5, C, carries -0.210